(1)
2 unconnected molecules or ions with the total composition C4H10S. Source: OMol25; level of theory: ωB97M-V/def2-TZVPD.

HOMO-LUMO gap (alpha / beta): 7.92 / 6.27 eV
Calculated total energy: -556.297035 a.u.
Energy relative to the best compared isomer or geometry (same formula, charge and spin): 178.8 kcal per mole
Largest force on an atom: 4.08 eV Å⁻¹
LUMO (alpha / beta): 0.13 / -0.97 eV

Atoms and positions in Å:
C1 1.20564 0.65090 -1.44831
C2 1.14302 1.02582 1.23690
C3 0.80536 -1.49204 0.43011
C4 -2.59507 0.13469 -0.12197
S1 0.36451 0.25612 -0.04429
H1 1.67383 -0.12218 -2.14154
H2 0.60192 1.24829 -2.05921
H3 0.35123 0.82483 1.98320
H4 1.29751 2.08574 1.14393
H5 1.78446 -1.29068 0.93365
H6 0.08700 -1.64189 1.14791
H7 0.72479 -2.00056 -0.47231
H8 -2.29130 0.03992 -1.16094
H9 -2.55891 -0.83736 0.28744
H10 -2.59399 1.11840 0.28545

---

(2)
2 unconnected molecules or ions with the total composition C4H10S. Source: OMol25; level of theory: ωB97M-V/def2-TZVPD.

HOMO-LUMO gap: 9.62 eV
Calculated total energy: -556.490334 a.u.
Energy relative to the best compared isomer or geometry (same formula, charge and spin): 57.5 kcal per mole
Largest force on an atom: 3.64 eV Å⁻¹
Structure (SMILES): C=C.CSC
LUMO: 0.89 eV

Atoms and positions in Å:
C1 2.13298 1.25710 2.37284
C2 3.26545 1.27471 3.05423
H1 1.21409 1.86898 2.66813
H2 1.98127 0.60028 1.57130
H3 3.48898 2.12557 3.70681
H4 3.99389 0.40276 3.09076
C3 -1.79667 -0.54658 -0.43895
S1 -2.69809 0.00202 -2.01092
C4 -1.75907 -1.13556 -3.28783
H5 -2.49645 -0.27715 0.39427
H6 -1.51304 -1.64721 -0.22970
H7 -0.85336 -0.12438 -0.11829
H8 -2.31212 -2.04979 -3.63925
H9 -0.67575 -1.28361 -3.01742
H10 -1.97212 -0.46714 -4.11599

---

(3)
C4H10S in the gas phase. Source: OMol25; level of theory: ωB97M-V/def2-TZVPD.

HOMO-LUMO gap: 9.97 eV
Calculated total energy: -556.566475 a.u.
Energy relative to the best compared isomer or geometry (same formula, charge and spin): 9.7 kcal per mole
Largest force on an atom: 2.33 eV Å⁻¹
Structure (SMILES): CCCCS
LUMO: 1.00 eV

Atoms and positions in Å:
C1 0.92731 1.45200 -0.55336
C2 0.97579 -0.02379 -0.96984
C3 -0.15294 -0.80992 -0.30976
C4 -0.55554 -0.63174 1.14808
S1 -2.30164 -0.07377 1.33478
H1 -0.07054 1.87543 -0.68291
H2 1.27720 1.64630 0.46426
H3 1.51505 2.09828 -1.20408
H4 1.96762 -0.34712 -0.64971
H5 0.85509 -0.07374 -2.04560
H6 -0.10584 -1.87302 -0.59185
H7 -1.02552 -0.63166 -0.95343
H8 -0.02524 0.17162 1.64422
H9 -0.41397 -1.54122 1.70826
H10 -2.86682 -1.23764 1.66093

---

(4)
C4H10S in the gas phase. Source: OMol25; level of theory: ωB97M-V/def2-TZVPD.

HOMO-LUMO gap: 9.60 eV
Calculated total energy: -556.550274 a.u.
Energy relative to the best compared isomer or geometry (same formula, charge and spin): 19.9 kcal per mole
Largest force on an atom: 2.85 eV Å⁻¹
Structure (SMILES): CCCSC
LUMO: 1.07 eV

Atoms and positions in Å:
C1 1.94252 0.52584 1.24308
C2 1.50995 -0.17827 -0.12508
C3 0.02907 0.16100 -0.65662
S1 -1.21191 -0.58731 0.63601
C4 -2.69418 -0.55428 -0.47040
H1 1.16803 0.37661 2.03154
H2 1.81375 1.62252 1.04311
H3 2.99719 0.30120 1.46278
H4 2.14006 0.21650 -0.89995
H5 1.52773 -1.21660 0.07673
H6 -0.03491 1.30670 -0.75971
H7 -0.30694 -0.18947 -1.63618
H8 -3.08595 0.45348 -0.48319
H9 -3.45566 -1.25208 0.00991
H10 -2.33875 -0.98583 -1.47202

---

(5)
A molecular structure, C4H10S. Source: OMol25; level of theory: ωB97M-V/def2-TZVPD.

HOMO-LUMO gap: 9.52 eV
Calculated total energy: -556.365388 a.u.
Energy relative to the best compared isomer or geometry (same formula, charge and spin): 135.9 kcal per mole
Largest force on an atom: 13.66 eV Å⁻¹
LUMO: 0.94 eV

Atoms and positions in Å:
C1 -2.43341 0.09920 0.21121
C2 0.44611 -0.03600 0.21537
C3 1.72139 -1.03149 0.08160
C4 0.82269 1.20796 -0.30552
H1 -2.60822 1.15347 0.26442
H2 -3.31987 -0.44539 -0.64136
H3 -2.87795 -0.30621 1.31263
H4 -0.16504 -0.03663 1.22897
H5 1.98496 -2.12417 0.95548
H6 2.79499 -0.36547 0.14490
H7 1.79513 -1.48137 -0.94971
H8 -0.20236 1.78148 -0.85664
H9 1.54492 1.46827 0.19448
H10 1.49837 1.01145 -1.33785
S1 -1.00171 -0.89509 -0.51798

---

(6)
2 unconnected molecules or ions with the total composition C4H10Se. Source: OMol25; level of theory: ωB97M-V/def2-TZVPD.

HOMO-LUMO gap: 9.79 eV
Calculated total energy: -2559.743485 a.u.
Energy relative to the best compared isomer or geometry (same formula, charge and spin): 48.2 kcal per mole
Largest force on an atom: 4.29 eV Å⁻¹
Structure (SMILES): [SeH2].C=CCC
LUMO: 0.66 eV

Atoms and positions in Å:
Se1 1.93482 3.40092 1.12795
H1 1.14013 2.19560 0.36782
H2 0.68652 4.09519 1.24573
C1 1.56831 0.21222 -0.57444
C2 0.57616 -0.59877 -0.25400
C3 -0.90425 -0.37961 -0.43894
C4 -1.64417 -1.59304 0.03986
H3 2.53931 -0.23576 -0.31552
H4 1.51449 1.03323 -1.32100
H5 0.72756 -1.22248 0.55949
H6 -1.19253 0.55259 0.12316
H7 -1.18200 -0.19270 -1.47939
H8 -1.28074 -2.59434 -0.48985
H9 -1.27643 -1.76876 1.10571
H10 -2.66097 -1.43665 -0.05253

---

(7)
A molecular structure, C4H11AlAs2F14N2O5S2. Source: OMol25; level of theory: ωB97M-V/def2-TZVPD.

HOMO-LUMO gap: 4.34 eV
Calculated total energy: -7553.169657 a.u.
Energy relative to the best compared isomer or geometry (same formula, charge and spin): 0.0 kcal per mole
Largest force on an atom: 6.46 eV Å⁻¹
LUMO: -7.97 eV

Atoms and positions in Å:
Al1 -0.29308 -0.99339 -0.01679
As1 -4.17269 -2.64801 -1.39511
F1 -5.61748 -2.77969 -2.30942
F2 -3.63230 -1.30385 -2.39255
F3 -2.61196 -2.37917 -0.46386
F4 -4.59463 -3.86169 -0.24642
F5 -3.39951 -3.76608 -2.46681
F6 -4.86300 -1.46683 -0.30863
As2 1.71285 0.64525 -3.67353
F7 0.79935 0.02712 -2.24295
F8 2.52781 1.86739 -2.72273
F9 2.60958 1.10328 -5.07354
F10 0.89749 -0.60381 -4.58460
F11 0.47314 1.78424 -4.04259
F12 2.93185 -0.52649 -3.26631
N1 -0.94694 -1.04877 2.56710
S1 -0.23287 -0.52387 3.88991
O1 0.66253 -1.38918 4.56099
O2 -0.85760 0.54006 4.59213
F13 0.84461 0.31987 2.97647
S2 -2.30194 -1.74501 3.33599
O3 -3.42922 -0.89439 3.32967
O4 -2.05498 -2.61294 4.42501
F14 -2.59774 -2.75281 2.16847
C1 1.41531 3.59766 0.28294
C2 1.04339 2.14662 -0.06380
C3 2.14123 1.18185 0.38458
O5 1.76937 -0.15451 0.02419
C4 2.92753 -0.98057 -0.16291
N2 -0.18964 1.75096 0.57812
H1 2.30756 3.91734 -0.25213
H2 1.63038 3.67536 1.35419
H3 0.56692 4.26083 0.11733
H4 0.78823 2.11893 -1.12210
H5 2.25380 1.30218 1.46487
H6 3.01366 1.49816 -0.18988
H7 3.52684 -0.70959 -1.03104
H8 2.57489 -1.97340 -0.44804
H9 3.53511 -1.09458 0.73449
H10 -0.95411 2.29934 0.17594
H11 -0.20376 2.17218 1.51334

---

(8)
A molecular structure, C4H11AlO3. Source: OMol25; level of theory: ωB97M-V/def2-TZVPD.

Spin multiplicity: 2
HOMO-LUMO gap (alpha / beta): 9.17 / 7.33 eV
⟨S²⟩: 0.7513
Calculated total energy: -626.874987 a.u.
Energy relative to the best compared isomer or geometry (same formula, charge and spin): 0.0 kcal per mole
Charge: +1
Largest force on an atom: 2.98 eV Å⁻¹
LUMO (alpha / beta): -4.14 / -6.53 eV

Atoms and positions in Å:
O1 0.32907 0.33678 2.14150
Al1 -1.07744 -0.61212 2.00387
H1 1.17244 -0.15269 1.77236
C1 0.32063 0.74660 -0.48292
C2 -0.50949 -0.45622 -0.85841
O2 -1.46491 -0.77256 0.15551
C3 -2.46594 -1.67273 -0.30431
H2 0.46626 1.33176 -1.40919
H3 -0.26505 1.45997 0.12357
H4 0.13844 -1.32894 -1.03854
H5 -1.06536 -0.23508 -1.78177
H6 -3.13950 -1.87104 0.53807
H7 -3.02146 -1.21305 -1.13352
H8 -2.01523 -2.61702 -0.64185
O3 1.71133 0.35170 -0.03291
C4 2.54981 1.46063 0.18759
H9 3.52390 1.07948 0.51971
H10 2.67842 2.05182 -0.73374
H11 2.13409 2.11270 0.97499

---

Q: Number 8 is which compound?
A: C4H11AlO3

---

Q: The highest calculated total energy belongs to which entry?
A: number 1

---

Q: Which formula does entry 4 have?
A: C4H10S